Here is an isolated ion of composition C12H12N3O3S and charge -1 at a distorted geometry from the Open Molecules 2025 dataset. Energies are from ωB97M-V/def2-TZVPD.

Atoms and positions in Å:
1 H 4.41470 0.77479 2.36578
2 C 0.96239 -0.82454 3.12949
3 C 3.33251 -1.09609 2.78936
4 H 0.70321 0.62189 -4.79227
5 C 2.33662 1.12868 2.63036
6 C 2.07917 -1.64459 3.00959
7 O -0.12726 2.90769 3.18601
8 H 4.26368 -1.66233 2.97042
9 N -1.39287 1.43387 1.46304
10 H 2.43674 2.19593 2.64059
11 H -2.89591 0.53753 -0.24278
12 C -0.15862 0.24940 -4.25470
13 N -0.93130 1.07873 0.25306
14 H 0.29299 1.33336 -2.44385
15 O -1.22883 0.94304 3.99286
16 H 2.03809 -2.67568 3.03023
17 N -2.43528 -0.77660 -2.67829
18 O -3.36796 -1.28123 -1.95000
19 C -0.98633 -0.68765 -4.78334
20 H -0.04545 -1.14172 3.33854
21 C 1.06145 0.55692 2.74069
22 C -1.51061 0.13302 -2.01232
23 S -0.41840 1.55740 2.92134
24 H -0.68269 -0.96700 -5.81908
25 H -2.26512 1.09689 1.78366
26 H -2.93861 -1.52011 -4.68081
27 C -1.87246 0.64864 -0.64185
28 C -0.33431 0.52053 -2.82137
29 H -1.78788 -2.37865 -3.66462
30 C -2.04816 -1.35597 -3.99786
31 C 3.50649 0.29386 2.53809

Cartesian forces (eV/Å) of the 6 atoms listed first:
1.520 0.366 -0.041
-0.176 1.525 -2.059
1.547 1.973 -0.148
-0.124 0.240 0.025
0.474 -1.312 -0.801
-0.040 2.087 0.125

Properties
HOMO level in eV: -1.7
SMILES: O=S(=O)(N/N=C/C1=CC=CCN1[O-])c1ccccc1
Net charge: -1
Frontier orbital gap in eV: 4.16

Löwdin population analysis, charges in e, atoms 1 to 5: number 1, H, carries 0.073; number 2, C, carries -0.031; number 3, C, carries -0.079; number 4, H, carries 0.074; number 5, C, carries -0.043